[1]
{
  "formula": "C4H6ClNO2S",
  "method": "ωB97M-V/def2-TZVPD",
  "elements": ["Cl", "S", "O", "O", "N", "C", "C", "C", "C", "H", "H", "H", "H", "H", "H"],
  "coordinates": [[1.235, 1.612, -2.074], [-0.854, -0.690, -1.297], [0.056, -1.964, 0.104], [2.162, -1.595, 0.408], [1.005, -1.195, 0.536], [0.828, 0.043, 1.001], [-0.601, 0.420, 1.227], [-1.481, 0.570, -0.056], [0.496, 0.019, -1.867], [-2.488, 0.368, 0.087], [-1.099, -0.320, 1.803], [-0.563, 1.340, 1.732], [1.747, 0.424, 1.589], [1.005, -0.591, -2.726], [-1.446, 1.560, -0.467]],
  "nbo_charge": [0.044, 0.857, -0.526, -0.506, 0.388, -0.167, -0.464, -0.496, -0.563, 0.228, 0.223, 0.232, 0.248, 0.262, 0.238],
  "lumo_ev": [-0.73, -0.73]
}

=====

[2]
{
  "formula": "C8H10I2N",
  "method": "ωB97M-V/def2-TZVPD",
  "elements": ["I", "I", "N", "C", "C", "C", "C", "C", "C", "C", "C", "H", "H", "H", "H", "H", "H", "H", "H", "H", "H"],
  "coordinates": [[0.691, -0.074, -1.167], [0.322, 1.546, 2.193], [2.968, -0.971, 1.070], [-2.284, 0.412, -1.134], [-2.418, 2.050, 1.121], [-3.480, 1.142, -0.832], [-3.513, 1.971, 0.286], [2.132, -1.882, 0.095], [2.957, -2.375, -1.080], [-1.114, 0.739, -0.376], [-1.268, 1.485, 0.761], [-4.429, 0.854, -1.350], [3.950, -1.935, -1.153], [-4.432, 2.434, 0.687], [3.044, -3.361, -0.690], [-2.133, -0.072, -2.118], [2.624, -1.338, 2.029], [2.754, 0.036, 0.846], [3.883, -1.340, 0.815], [2.317, -2.145, -1.962], [-2.570, 2.824, 1.959]],
  "nbo_charge": [0.408, 0.126, -0.845, -0.212, -0.252, -0.187, -0.169, 0.124, -0.792, -0.189, -0.144, 0.248, 0.196, 0.243, 0.287, 0.242, 0.475, 0.478, 0.429, 0.275, 0.259],
  "lumo_ev": [-4.52, -4.52],
  "total_charge": 1
}

=====

[3]
{
  "formula": "C19H22BN3O2",
  "method": "ωB97M-V/def2-TZVPD",
  "elements": ["O", "O", "N", "N", "N", "C", "C", "C", "C", "C", "C", "C", "C", "C", "C", "C", "C", "C", "C", "C", "C", "C", "C", "C", "B", "H", "H", "H", "H", "H", "H", "H", "H", "H", "H", "H", "H", "H", "H", "H", "H", "H", "H", "H", "H", "H", "H"],
  "coordinates": [[-0.968, -1.961, 2.030], [-0.830, -2.068, -0.368], [1.141, 2.548, -1.033], [-1.004, 3.512, -0.647], [-2.012, 4.453, -0.617], [0.856, 4.891, -1.359], [2.182, 4.973, -1.792], [-2.889, 2.526, 0.028], [-1.982, -0.015, 0.495], [-3.809, 1.530, 0.458], [3.281, 1.381, -1.369], [-0.255, -3.265, 0.105], [0.142, -2.837, 1.605], [0.359, 3.602, -1.066], [-1.122, 0.923, -0.103], [0.946, -3.623, -0.780], [0.355, -3.968, 2.663], [2.940, 3.789, -1.825], [-3.109, 3.916, -0.166], [-3.331, 0.318, 0.759], [1.413, -1.981, 1.494], [-1.353, -4.317, 0.052], [-1.599, 2.235, -0.312], [2.432, 2.601, -1.424], [-1.256, -1.371, 0.808], [4.146, 1.743, -0.818], [-1.686, -4.331, -0.997], [1.560, -2.774, -0.816], [0.604, -3.824, -1.789], [1.725, -1.613, 2.424], [0.191, 5.742, -1.372], [-4.061, 4.346, 0.178], [3.511, 0.883, -2.265], [0.543, -3.740, 3.691], [2.201, -2.468, 1.078], [-0.966, -5.340, 0.231], [2.602, 5.915, -2.161], [1.223, -1.120, 0.850], [1.451, -4.514, -0.492], [-0.103, 0.699, -0.327], [-3.946, -0.428, 1.171], [-0.553, -4.571, 2.545], [-2.237, -4.138, 0.635], [4.022, 3.865, -2.109], [-4.825, 1.790, 0.889], [2.793, 0.703, -0.666], [1.279, -4.614, 2.482]],
  "nbo_charge": [-0.706, -0.707, -0.477, -0.226, -0.225, -0.265, -0.150, -0.154, -0.365, -0.182, -0.645, 0.243, 0.261, 0.384, -0.207, -0.626, -0.642, -0.281, -0.004, -0.191, -0.632, -0.644, 0.198, 0.236, 1.160, 0.222, 0.223, 0.218, 0.221, 0.217, 0.240, 0.220, 0.231, 0.231, 0.211, 0.212, 0.222, 0.207, 0.214, 0.243, 0.207, 0.219, 0.222, 0.212, 0.215, 0.225, 0.215],
  "smiles": "Cc1cccc(-n2ncc3ccc(B4OC(C)(C)C(C)(C)O4)cc32)n1",
  "lumo_ev": 0.64
}

=====

These records have F_max values of 0.06832; 0.08564; 0.07716 hartree/bohr, in the order they appear.
These records have energy above the lowest of the compared OMol25 structures with the same formula, charge and spin values of 109.9; 56.4; 41.7 kcal per mole, in the order they appear.